(1)
Here is a molecular structure, C5H6N4 at a distorted geometry from the Open Molecules 2025 dataset. Energies are from the ωB97M-V functional and the def2-TZVPD basis.

Its maximum force is 0.150 Eh/bohr. The relative energy (zero: lowest compared OMol25 entry of this formula, charge and spin) is 94.4 kcal per mole. The total energy comes out at -412.9733 Ha.

```
! RIJCOSX wB97M-V def2-TZVPD def2/J DEFGRID3
* xyz 0 1
C 0.4865 2.0150 -1.4892
C -0.3166 0.8350 -0.7846
C -0.6913 -1.0803 0.4209
C -0.0553 -1.7920 1.3202
C 0.3474 -0.1236 0.1509
H -0.0528 2.2421 -2.6142
H 0.5672 3.0765 -0.9189
H 1.6729 1.3373 -1.6278
H -2.8383 -0.3325 0.4851
H -0.4727 -2.7331 1.6669
H 1.9436 -1.8278 2.0317
N -1.5582 0.6035 -0.6748
N -1.8438 -0.4540 0.1028
N 1.2098 -1.4376 1.3129
N 1.6016 -0.3286 0.6183
*
```


(2)
Here is 2 unconnected molecules or ions with the total composition CH3BrClN at a distorted geometry from the Open Molecules 2025 dataset. Energies are from the ωB97M-V functional and the def2-TZVPD basis.

As for the structure (SMILES): [H]/N=C\Cl.Br. Its maximum force is 0.059 Eh/bohr. The relative energy (zero: lowest compared OMol25 entry of this formula, charge and spin) is 22.7 kcal per mole. The total energy comes out at -3128.8271 Ha.

```
! RIJCOSX wB97M-V def2-TZVPD def2/J DEFGRID3
* xyz 0 1
C 1.3958 -1.3510 0.2692
N 2.3268 -0.6778 -0.1204
Cl -0.4057 -1.2737 -0.0814
Br -3.9145 -0.2955 -0.0185
H 1.5119 -2.1669 0.9235
H 2.2907 0.3124 -0.4621
H -4.0880 -1.4499 -0.7001
*
```


(3)
Here is C6H6I2O2 in the gas phase at a distorted geometry from the Open Molecules 2025 dataset. Energies are from the ωB97M-V functional and the def2-TZVPD basis.

As for the structure (SMILES): O/C=C1\OC=C[C@@H]1C(I)I. Its maximum force is 0.085 Eh/bohr. The relative energy (zero: lowest compared OMol25 entry of this formula, charge and spin) is 92.0 kcal per mole. The total energy comes out at -977.9667 Ha.

```
! RIJCOSX wB97M-V def2-TZVPD def2/J DEFGRID3
* xyz 0 1
C -0.7924 0.9112 0.9216
C 0.4497 0.5226 0.2806
C -1.7232 0.0834 0.3470
C 0.1439 -0.9320 -0.1242
C 0.7904 -2.1897 -0.0099
C 0.7618 1.8981 -0.5232
O -1.2049 -0.9958 -0.3033
O -0.0703 -3.3025 -0.3267
I -0.5249 2.3088 -2.1692
I 3.0707 1.9530 -0.8773
H -0.9131 1.7885 1.4861
H 1.2263 0.5021 0.9905
H -2.8066 0.3393 0.3605
H 1.8317 -2.4636 0.2591
H 0.6806 2.5629 0.3708
H -0.9197 -2.9862 -0.6824
*
```


(4)
Here is a molecular structure, C16H32CoO2P2 at a distorted geometry from the Open Molecules 2025 dataset. Energies are from the ωB97M-V functional and the def2-TZVPD basis.

Its maximum force is 0.083 Eh/bohr. The relative energy (zero: lowest compared OMol25 entry of this formula, charge and spin) is 0.0 kcal per mole. The total energy comes out at -2844.4343 Ha.

```
! RIJCOSX wB97M-V def2-TZVPD def2/J DEFGRID3
* xyz 0 4
P 0.2210 -1.9247 -5.0523
P 0.3649 2.0589 -5.1064
C -0.0752 -0.5910 -6.2830
C 0.8474 0.6237 -6.1585
H -1.1311 -0.2926 -6.1771
H 0.0087 -1.0609 -7.2796
H 1.8363 0.3271 -5.7882
H 1.0464 0.9764 -7.1763
C -0.3160 3.2097 -6.4298
H -0.6687 4.1663 -6.0039
H -1.2039 2.7846 -6.9344
H 0.4363 3.4551 -7.2234
C 1.9621 2.9096 -4.7293
H 2.2606 3.6229 -5.5251
H 2.7650 2.1582 -4.5842
H 1.8544 3.4781 -3.7856
C -0.8392 -3.2055 -5.7889
H -0.8508 -4.1325 -5.2002
H -0.3892 -3.4668 -6.7732
H -1.8751 -2.8688 -5.9798
C 1.8923 -2.5311 -4.9815
H 2.5987 -1.6895 -4.8965
H 2.0716 -3.0943 -5.9208
H 1.9819 -3.1959 -4.1063
Co 2.5831 -0.7117 -1.2589
C -1.0140 2.2337 -3.7711
C -2.3893 2.2158 -4.2241
C -3.2792 1.1093 -4.1356
C -3.0108 -0.1221 -3.2171
C -2.1487 -1.0766 -3.9005
C -0.7247 -1.1914 -3.6616
C 0.0864 -0.0158 -3.0004
C -0.5508 1.3113 -2.6045
C 2.3179 -2.2259 0.2264
H -0.8035 3.3069 -3.5394
H -2.8106 3.0508 -4.7459
H -3.1972 0.7282 -5.1568
H -4.2910 1.4896 -3.9897
H -2.5646 0.1318 -2.2524
H -3.9889 -0.5839 -3.0772
H -2.6574 -1.8951 -4.4432
H -0.5936 -2.0954 -3.0047
H 0.9915 0.2153 -3.6130
H 0.4672 -0.4204 -2.0454
H -1.3034 1.1850 -1.8154
H 0.2392 1.9546 -2.1898
H 2.9720 -2.2716 1.1073
H 2.3382 -3.1667 -0.3490
H 1.2934 -2.1528 0.6375
O -0.3741 0.4354 0.6272
C 0.7714 0.8587 0.5682
O 1.6387 0.7803 -0.3949
H 1.1668 1.3870 1.4690
*
```


(5)
Here is C4H6N2S in the gas phase at a distorted geometry from the Open Molecules 2025 dataset. Energies are from the ωB97M-V functional and the def2-TZVPD basis.

As for the structure (SMILES): SN1C=N[C@@H]2C[C@@H]21. Its maximum force is 0.085 Eh/bohr. The relative energy (zero: lowest compared OMol25 entry of this formula, charge and spin) is 60.3 kcal per mole. The total energy comes out at -663.6324 Ha.

```
! RIJCOSX wB97M-V def2-TZVPD def2/J DEFGRID3
* xyz 0 1
C -0.3209 1.2735 0.1992
C -1.8209 -0.1982 -0.2789
C -1.2043 -1.1727 0.6649
C -0.4410 -0.7927 -0.6109
H 1.9954 -0.8374 1.1793
H 0.1073 2.2789 0.5087
H -2.7839 -0.3830 -0.7515
H -1.6194 -2.1304 0.6530
H -0.8654 -0.8296 1.6952
H -0.2237 -1.5162 -1.4638
N 0.5380 0.2935 -0.4578
N -1.5561 1.1584 0.1277
S 2.0774 -0.0878 0.0402
*
```


(6)
Here is CH3NO3 in the gas phase at a distorted geometry from the Open Molecules 2025 dataset. Energies are from the ωB97M-V functional and the def2-TZVPD basis.

Its maximum force is 0.229 Eh/bohr. The relative energy (zero: lowest compared OMol25 entry of this formula, charge and spin) is 94.2 kcal per mole. The total energy comes out at -320.0064 Ha.

```
! RIJCOSX wB97M-V def2-TZVPD def2/J DEFGRID3
* xyz 0 3
C 1.3459 -0.6402 0.8838
N -1.2567 0.6694 -0.8876
O 1.8741 -0.9018 1.8951
O -0.0881 -0.7521 0.5885
O -0.2790 -0.1878 -0.6984
H 1.7178 -0.3008 -0.1604
H -1.0341 1.6782 -0.6543
H -2.2799 0.4351 -0.9665
*
```


Question: Among the records above, which one has the highest relative energy (zero: lowest compared OMol25 entry of this formula, charge and spin)?
Answer: C5H6N4